Entry 1:
This record from OMol25 describes a structure of composition C31H19BF5NO2PtSSeSi. The level of theory is ωB97M-V/def2-TZVPD.

Calculated values
HOMO-LUMO gap (spin up / spin down): 4.71 / 6.51 eV
E_LUMO (spin up / spin down): 4.45 / 4.44 eV
<S²>: 2.007
HOMO energy (spin up / spin down): -0.3 / -2.1 eV

Structure (ORCA input):
```
! wB97M-V def2-TZVPD RIJCOSX def2/J DEFGRID3
* xyz -2 3
Pt 0.9619 -0.3619 1.8470
Se 1.6918 2.0819 2.2043
S 0.7409 -2.2116 3.3591
Si -1.0955 -0.6177 0.7141
F -1.1327 3.2483 1.3723
F 0.0990 5.7311 -2.4032
F -1.8027 4.8472 -0.6596
F 3.3833 3.3675 -0.0526
F 2.6949 4.9836 -2.0569
O 2.6354 -0.7390 -0.8009
O 3.9147 -1.0387 1.0775
N 0.6331 -1.2168 6.0294
C -2.6856 -5.0694 0.8237
C -4.6845 1.9074 2.4435
C -3.5356 0.9660 0.5537
C -3.0819 -2.7223 1.1790
C 1.7535 4.5371 -1.2041
C -1.6535 -0.9306 -2.1430
C 4.4562 -1.0722 -2.4276
C -0.8050 0.5338 -3.8524
C -1.7884 -2.3977 0.7670
C -0.2037 0.8660 -1.5497
C -4.5895 1.7050 1.0736
C 6.0407 -1.4421 -0.1039
C 5.8223 -1.3477 -2.5192
C -0.9565 -3.4568 0.3900
C 0.6817 -1.5907 4.9309
C -1.3926 -4.7717 0.4106
C 3.9129 -0.9893 -1.1639
C -3.5274 -4.0383 1.2115
C 2.0897 3.7007 -0.1553
C -0.5247 4.4660 -0.4986
C 4.6916 -1.1713 -0.0200
C 1.1510 3.2148 0.7540
C 0.4368 4.9208 -1.3836
C 6.5978 -1.5288 -1.3822
C -2.6633 0.6368 2.7485
C -3.7167 1.3670 3.2808
C -0.9841 -0.2204 -1.1468
C -2.5504 0.4176 1.3756
C -1.5671 -0.5635 -3.4807
C -0.1610 3.6338 0.5455
C -0.1187 1.2496 -2.8789
B 2.5833 -0.7506 0.6291
H -3.7678 1.5269 4.3517
H 0.0651 -3.2395 0.0929
H 0.3681 1.3954 -0.7997
H -0.7182 -5.5694 0.1196
H -5.4992 2.4923 2.8563
H -3.0282 -6.0978 0.8540
H 6.2850 -1.4187 -3.4965
H 6.6333 -1.5747 0.7915
H -1.8996 0.2428 3.4130
H -4.5362 -4.2564 1.5461
H -2.2564 -1.7902 -1.8670
H -3.7541 -1.9304 1.4900
H -2.0988 -1.1349 -4.2345
H -5.3314 2.1320 0.4072
H -0.7351 0.8243 -4.8949
H 3.8412 -0.9220 -3.3051
H 7.6558 -1.7391 -1.4854
H 0.4962 2.0993 -3.1555
H -3.4716 0.8269 -0.5214
*
```

=====

Entry 2:
This record from OMol25 describes a structure of composition C31H19BrCl5F3N2O2V at a distorted geometry. The level of theory is ωB97M-V/def2-TZVPD.

Calculated values
energy relative to the best compared isomer or geometry (same formula, charge and spin): 0.762 eV
HOMO-LUMO gap (spin up / spin down): 5.43 / 5.62 eV
E_LUMO (spin up / spin down): 4.09 / 4.09 eV
<S²>: 3.786
HOMO energy (spin up / spin down): -1.3 / -1.5 eV

Structure (ORCA input):
```
! wB97M-V def2-TZVPD RIJCOSX def2/J DEFGRID3
* xyz -2 4
Br -2.3435 -2.6345 2.0554
V -0.0305 -0.0122 0.1621
Cl 0.3940 2.6185 -2.8577
Cl -0.7621 -2.2927 -0.9573
Cl -0.3715 -1.4670 -6.3263
Cl 0.2410 1.5436 -5.7837
Cl -0.8524 -3.4176 -3.9069
F 3.9536 -0.3861 1.5450
F 4.8480 -2.1816 0.7610
F 3.4130 -2.3051 2.3771
O 2.4358 -2.9598 -0.2917
O 1.8287 -0.8088 0.0001
N -0.1073 -1.0219 2.3248
N 0.1555 1.4031 1.5036
C -0.2925 -0.8742 -4.6960
C 1.1588 6.0886 -1.6946
C -1.4906 4.5568 0.5092
C 3.6877 -1.6650 1.2239
C -4.7820 4.5520 2.3743
C -1.1102 3.2772 0.5745
C -3.6546 6.6053 2.8684
C -2.6295 5.0055 1.3574
C 0.5603 7.2709 -2.1192
C -0.7185 7.5690 -1.6736
C -3.7388 4.1779 1.5429
C 0.7684 -0.0613 3.1262
C -0.1698 0.0993 -2.0323
C -4.7496 5.7699 3.0418
C -0.0233 0.4699 -4.4426
C -0.7341 2.0554 0.6309
C 2.5237 -1.8441 0.1926
C 0.1983 1.3161 2.7816
C -2.0506 1.7338 3.7865
C -0.5046 -1.7468 -3.6319
C -0.5886 2.1923 3.6977
C -2.6108 6.2272 2.0362
C 0.0332 0.9221 -3.1238
C -0.0940 -1.1274 5.1745
C -0.4357 -1.2159 -2.3527
C -1.1690 -1.6937 4.4222
C 0.4929 5.2337 -0.8365
C 0.8697 -0.3994 4.5837
C -1.3896 6.7061 -0.8176
C -0.8004 5.5187 -0.3756
C -1.0140 -1.6125 3.0511
H -1.7522 6.8774 1.9175
H -5.5650 6.0609 3.6934
H 1.7293 -0.0538 5.1465
H -1.2119 8.4774 -2.0013
H -2.4675 1.5867 2.7898
H 2.1528 5.8262 -2.0372
H -3.6008 7.5546 3.3895
H -2.6563 2.4873 4.2941
H -0.1430 2.1443 4.6953
H -0.5312 3.2241 3.3445
H -1.9570 -2.2814 4.8609
H -2.3964 6.9514 -0.5042
H 1.7476 -0.1089 2.6485
H 0.9577 4.3099 -0.5145
H -2.1163 0.7892 4.3268
H -3.7616 3.2230 1.0320
H -0.0243 -1.3386 6.2390
H -5.6222 3.8799 2.5032
H 1.0817 7.9427 -2.7905
*
```

=====

Entry 3:
This record from OMol25 describes a structure of composition C31H19Cl2F10N5NiS4. The level of theory is ωB97M-V/def2-TZVPD.

Calculated values
energy relative to the best compared isomer or geometry (same formula, charge and spin): 0.000 eV
HOMO-LUMO gap (spin up / spin down): 6.19 / 6.41 eV
E_LUMO (spin up / spin down): 4.15 / 4.15 eV
<S²>: 2.007
HOMO energy (spin up / spin down): -2.0 / -2.3 eV

Structure (ORCA input):
```
! wB97M-V def2-TZVPD RIJCOSX def2/J DEFGRID3
* xyz -2 3
Ni 0.9899 0.7371 0.4528
Cl -0.1798 6.1604 -0.0888
Cl -1.5851 0.9155 0.3852
S 0.7551 3.1176 -0.0353
S 0.3413 -1.7666 1.3002
S 1.1220 -2.9085 -1.3927
S 0.9870 -5.1146 -3.3536
F 0.2985 5.6054 3.9721
F -3.0762 2.3290 4.1933
F 2.0221 3.8233 3.0536
F 0.3085 3.0502 -5.2125
F -2.2937 4.9327 4.5185
F 2.0340 2.2605 -3.3770
F -2.8543 -0.0890 -3.6941
F -1.1053 -0.9987 -1.9047
F -2.1805 1.9437 -5.4041
F -1.3441 0.4776 3.3862
N 1.1965 1.0743 2.5295
N 3.1008 0.6343 0.5920
N -0.5662 -4.0182 0.1474
N 1.3560 0.1316 -1.4975
N -0.3883 -4.8374 -0.9635
C -0.7300 0.0329 -2.6721
C 3.3328 0.1245 1.9485
C -0.9110 1.7443 3.4515
C 0.7790 3.3810 3.3404
C 0.8546 1.6041 -3.4284
C -2.1963 -6.1149 0.0196
C -3.2856 2.9635 0.4567
C -0.1087 4.3329 3.8084
C -0.9169 3.5436 0.1296
C 0.4267 2.0385 3.1034
C 3.4721 -0.3273 -0.4491
C -1.3480 4.8839 0.1118
C -0.0409 2.0456 -4.3863
C -0.9960 -7.0742 -1.8293
C -1.4228 4.0037 4.0746
C -1.6419 0.4826 -3.6025
C -2.9924 -7.2432 0.0849
C 3.7326 1.9336 0.3876
C 2.7808 0.0244 -1.7554
C -1.8051 -8.2007 -1.7472
C 0.5650 0.5813 -2.5078
C -1.9579 2.6107 0.3090
C -2.6711 5.2606 0.2581
C 0.1788 -2.9522 0.0920
C -3.6526 4.2992 0.4316
C 0.4994 -4.4258 -1.9020
C -1.8156 2.6891 3.8918
C -1.1862 -6.0170 -0.9440
C 2.5739 0.9630 2.9665
C -1.3026 1.4996 -4.4812
C -2.8070 -8.3002 -0.7979
H -0.2245 -7.0171 -2.5776
H -1.6374 -9.0100 -2.4476
H 2.9514 -0.8966 1.9733
H 4.8268 1.8489 0.4778
H 4.5654 -0.3601 -0.5807
H -3.7698 -7.2915 0.8374
H 3.3586 2.6453 1.1200
H -4.6885 4.5858 0.5522
H 3.0848 1.9235 3.1103
H 2.9913 -0.7861 -2.4724
H 3.4823 2.3194 -0.5986
H 4.4107 0.1153 2.1787
H -2.3382 -5.2961 0.7052
H -3.4322 -9.1827 -0.7442
H 3.1371 -1.3036 -0.1026
H -2.9219 6.3124 0.2408
H 3.2378 0.9288 -2.1728
H 2.6424 0.4330 3.9315
H -4.0215 2.1839 0.5995
*
```